Entry from the Open Molecules 2025 dataset: a cluster of 3 separate species, C5H15NO2 in total at a distorted geometry (wB97M-V/def2-TZVPD).

Calculated values
**Maximum force**: 6.2 eV Å⁻¹
**Relative energy (zero: lowest compared OMol25 entry of this formula, charge and spin)**: 2.561 eV
**HOMO**: -7.86 eV
**Frontier orbital gap**: 8.2915 eV
**DFT total energy**: -11011.385 eV
**Lowest unoccupied orbital energy**: 0.43 eV
**SMILES string**: CC(C)=C(C)N.O.O

CARTESIAN COORDINATES (ANGSTROEM)
C  -0.10633  -1.77145  0.14019
C  -0.49922  -0.56137  -0.64605
C  -1.26371  -0.79740  -1.95699
C  -0.20886  0.66587  -0.23276
C  -0.67291  1.84596  -0.99422
N  0.34577  0.98162  1.08738
H  -0.81920  -1.97676  0.85484
H  0.87971  -1.77805  0.73496
H  -0.07950  -2.57326  -0.60781
H  -1.33109  -1.84239  -2.29767
H  -0.70611  -0.29305  -2.71153
H  -2.31043  -0.55155  -1.75568
H  -0.05644  1.77829  -1.94341
H  -1.76652  1.53018  -1.22027
H  -0.59183  2.87723  -0.72432
H  0.60003  0.09400  1.57769
H  1.19537  1.61487  1.00721
O  3.16188  1.97555  0.56753
H  3.77810  1.35062  0.03284
H  2.82034  2.26344  -0.24621
O  -1.14793  -1.72984  3.19107
H  -0.43853  -2.24352  3.28792
H  -0.78261  -0.85900  2.85528